Computed, not measured: a structure of composition C55H73GeN9O4SSeTeW at a distorted geometry, with ωB97M-V with the def2-TZVPD basis set.

Geometry as XYZ:
```
146
Properties=species:S:1:pos:R:3:lowdin_spin:R:1
W 0.6681 -1.5689 -0.0877 0.086
C -1.3893 -4.2114 -4.0923 0.000
N -1.5001 -2.7724 -3.9126 -0.001
C -1.8522 -2.0766 -5.1474 0.000
C -1.5923 -0.6160 -4.8312 0.000
N -0.9786 -0.6656 -3.5189 0.000
C -0.5789 0.6213 -3.0111 0.033
C -0.9785 -1.9110 -2.9955 0.000
N -0.5695 -2.1681 -1.7384 0.003
C -0.8125 -3.5682 -1.3015 -0.001
C -0.4533 -4.1324 0.1196 -0.001
N 0.2761 -3.3366 1.1091 0.004
C 0.5490 -3.9113 2.2839 0.002
N 0.9614 -3.1866 3.3507 0.002
C 1.3953 -1.8207 3.5268 0.000
C 1.0685 -3.9997 4.5496 0.000
C 0.7004 -5.3926 4.0641 0.000
N 0.3200 -5.1891 2.6731 0.001
C 0.1886 -6.4144 1.9095 0.000
H -1.8242 -4.4417 -5.0638 0.000
H -1.9558 -4.7686 -3.3483 0.000
H -0.3480 -4.5436 -4.1137 0.000
H -2.8976 -2.2785 -5.3935 0.000
H -1.2252 -2.4317 -5.9704 0.000
H -2.5132 -0.0273 -4.7817 0.000
H -0.9202 -0.1322 -5.5447 0.000
H 0.3536 0.9512 -3.4906 0.018
H -0.4646 0.6327 -1.9245 0.008
H -1.3688 1.3339 -3.2589 0.002
H -0.2738 -4.2298 -1.9888 0.000
H -1.8917 -3.7441 -1.4106 0.000
H 0.1213 -5.0401 -0.0896 0.000
H -1.4060 -4.4279 0.5857 0.000
H 1.1982 -1.1834 2.6554 0.001
H 2.4729 -1.8004 3.7323 0.000
H 0.8588 -1.3981 4.3813 0.000
H 0.3696 -3.6182 5.3029 0.000
H 2.0845 -3.9488 4.9535 0.000
H -0.1461 -5.8192 4.6080 0.000
H 1.5406 -6.0914 4.1271 0.000
H 0.1921 -7.2332 2.6264 0.000
H 1.0307 -6.5598 1.2295 0.000
H -0.7578 -6.4610 1.3728 0.000
Ge -1.4577 -1.2778 1.2196 0.008
C -2.3745 0.2646 2.2068 0.007
C -2.2180 0.3204 3.5898 0.001
C -2.8499 1.2748 4.3656 0.000
C -3.6888 2.2048 3.7792 0.000
C -3.8371 2.1889 2.4054 0.000
C -3.1732 1.2472 1.6394 0.001
C -2.9875 -2.6215 1.1160 -0.002
C -3.6697 -2.9506 -0.0515 0.000
C -4.5593 -4.0134 -0.0944 0.000
C -4.8126 -4.7553 1.0457 0.000
C -4.1961 -4.4014 2.2334 0.000
C -3.3019 -3.3456 2.2610 0.000
H -1.0767 -1.8304 2.6304 0.002
H -1.5759 -0.4003 4.0746 0.000
H -2.6922 1.2864 5.4333 0.000
H -4.2114 2.9344 4.3787 0.000
H -4.4765 2.9121 1.9217 0.000
H -3.2692 1.3052 0.5715 0.000
H -3.5069 -2.3678 -0.9491 0.000
H -5.0591 -4.2640 -1.0193 0.000
H -5.4970 -5.5887 1.0113 0.000
H -4.4164 -4.9478 3.1377 0.000
H -2.8245 -3.0669 3.1882 0.000
C 6.3842 -0.6344 -6.7138 0.005
C 5.5173 -0.6859 -5.5018 0.024
C 5.9838 -0.2820 -4.2561 0.000
C 5.1668 -0.2655 -3.1410 0.021
C 5.7131 0.1630 -1.8164 0.008
C 3.8184 -0.6644 -3.2562 0.053
Te 2.4992 -0.2485 -1.5950 0.624
C 3.3650 -1.1477 -4.4952 0.022
C 1.9677 -1.6636 -4.6966 0.007
C 4.2053 -1.1380 -5.5934 -0.003
H 7.4023 -0.3584 -6.4559 0.000
H 5.9876 0.1016 -7.4137 0.001
H 6.3995 -1.5953 -7.2254 0.001
H 7.0104 0.0370 -4.1569 0.000
H 6.7896 0.2987 -1.8721 0.001
H 5.4812 -0.5986 -1.0680 0.002
H 5.2432 1.1044 -1.5137 0.002
H 1.5002 -1.9064 -3.7366 0.005
H 1.9953 -2.5604 -5.3138 0.000
H 1.3751 -0.9077 -5.2122 0.000
H 3.8274 -1.4833 -6.5454 -0.001
O 2.8100 -4.0127 0.7217 0.002
S 2.7880 -2.8218 -0.0459 0.012
O 3.9728 -2.3791 -0.6860 0.071
O 2.2376 -1.6817 0.8174 0.052
O 1.6539 -2.8675 -1.0382 0.017
N -2.3503 -0.2614 -1.0980 0.001
C -3.3676 0.2552 -1.2777 0.000
C -4.6228 0.8276 -1.5177 0.000
C -5.7301 0.2748 -0.8636 0.000
C -6.9778 0.8225 -1.0829 0.000
C -7.1313 1.9084 -1.9345 0.000
C -6.0283 2.4709 -2.5611 0.000
C -4.7713 1.9385 -2.3545 0.000
H -5.5927 -0.5586 -0.1897 0.000
H -7.8373 0.4051 -0.5837 0.000
H -8.1113 2.3289 -2.0999 0.000
H -6.1509 3.3329 -3.1994 0.000
H -3.9059 2.3839 -2.8221 0.000
C -1.1767 4.9577 2.4390 0.002
C -1.8918 5.0819 1.0991 0.000
C -1.3538 4.1229 0.0345 0.004
C -0.0349 4.5672 -0.6028 0.004
N 1.0793 4.4200 0.2994 0.051
C 1.3747 3.3092 0.9701 0.479
Se 0.6041 0.7817 0.4987 0.281
N 2.4663 3.5064 1.7064 0.044
C 3.0281 2.5029 2.5743 0.003
C 2.0447 2.1277 3.6887 0.002
C 1.7554 3.2554 4.6785 0.000
C 2.9743 3.6547 5.5025 0.000
C 2.9048 4.8044 1.5284 0.013
C 3.9699 5.5231 2.0552 0.001
C 4.1025 6.8385 1.6564 -0.002
C 3.2099 7.4261 0.7579 -0.002
C 2.1536 6.7189 0.2191 0.001
C 2.0066 5.3957 0.6155 0.014
H -1.7228 5.5049 3.2038 0.000
H -0.1723 5.3684 2.3920 0.000
H -1.1179 3.9104 2.7274 0.001
H -1.8249 6.1114 0.7381 0.000
H -2.9485 4.8597 1.2576 0.000
H -2.0941 4.0433 -0.7636 0.000
H -1.1865 3.1342 0.4711 0.003
H -0.0925 5.6141 -0.9082 0.000
H 0.1632 3.9472 -1.4825 -0.001
H 3.9690 2.8716 2.9818 0.000
H 3.2204 1.6127 1.9662 -0.001
H 2.4519 1.2739 4.2345 0.000
H 1.1115 1.8339 3.1975 0.001
H 0.9655 2.9210 5.3541 0.000
H 1.3715 4.1214 4.1390 0.000
H 3.4218 2.7822 5.9742 0.000
H 2.6824 4.3535 6.2812 0.000
H 3.7272 4.1389 4.8871 0.000
H 4.6740 5.0820 2.7431 0.000
H 4.9173 7.4263 2.0481 0.000
H 3.3495 8.4581 0.4768 0.000
H 1.4806 7.1799 -0.4862 0.000
```

Summary:
Lowest unoccupied orbital energy (alpha / beta), eV: -6.08 / -6.93
Multiplicity: 3
<S²>: 2.029
E_HOMO (alpha / beta), eV: -12.19 / -12.09
Charge: +2



Computed, not measured: a structure of composition C4H10S2 at a distorted geometry, with ωB97M-V with the def2-TZVPD basis set.

Geometry as XYZ:
```
16
Properties=species:S:1:pos:R:3:lowdin_charge:R:1
C -1.6053 0.4228 -0.4415 -0.142
C -0.1368 0.1047 -0.4212 -0.654
C 0.0445 -1.3444 -0.4685 -0.472
C 0.1377 0.7951 0.9965 -0.568
H -1.6173 1.5023 -0.7791 0.078
H -2.0133 -0.1079 -1.3023 0.069
H -1.9910 0.0763 0.6887 0.146
H 0.3753 0.6530 -1.3018 0.138
H -0.3515 -2.0830 -1.3054 0.112
H -0.1306 -1.6566 0.5689 0.073
H 2.4536 -2.8293 0.1151 -0.035
H 1.0071 0.1449 1.5791 0.125
H -0.7146 0.5710 1.6234 0.027
H 2.1382 2.6746 0.5395 0.040
S 1.9894 -1.5666 -0.7992 0.505
S 0.4145 2.6431 0.7079 0.557
```

Summary:
Lowest unoccupied orbital energy, eV: 0.16
E_HOMO, eV: -9.08



Computed, not measured: a structure of composition C28H27BrN2O5S at a distorted geometry, with ωB97M-V with the def2-TZVPD basis set.

Geometry as XYZ:
```
64
Properties=species:S:1:pos:R:3:lowdin_charge:R:1
C 0.9489 2.8833 4.2650 -0.037
O 1.3271 1.7060 3.5320 -0.083
C 2.4878 1.7022 2.8364 -0.217
C 3.2780 2.8219 2.5139 -0.002
C 4.4241 2.6400 1.7360 -0.055
C 4.8129 1.3819 1.2769 0.000
C 4.0257 0.2623 1.6203 -0.209
O 4.1909 -1.0020 1.1620 -0.079
C 5.1179 -1.2310 0.0796 -0.030
C 2.9002 0.4396 2.4173 -0.071
N 2.1003 -0.7055 2.7249 0.092
C 0.7739 -0.8285 2.4789 -0.083
C 0.0958 0.0025 1.4900 -0.299
C -1.3544 0.1074 1.6508 -0.042
C -2.1820 0.2560 0.5930 0.006
C -3.6220 0.1778 0.7530 -0.207
C -4.4978 0.5321 -0.3004 -0.078
C -5.8518 0.2281 -0.2479 -0.071
C -6.4023 -0.2999 0.9283 -0.080
C -5.5799 -0.5167 2.0416 -0.090
C -4.2043 -0.2959 1.9580 -0.037
O 0.7350 0.5738 0.5932 0.153
N 0.3869 -2.0232 2.9785 -0.019
C -0.9460 -2.5979 2.9263 0.014
C 1.4750 -2.6286 3.6024 0.012
C 2.5391 -1.8197 3.4235 0.033
H 0.0681 2.5871 4.8343 0.094
H 1.7479 3.2035 4.9503 0.102
H 0.6933 3.7047 3.5809 0.102
H 2.9764 3.8062 2.8798 0.112
H 5.0304 3.5126 1.4882 0.115
H 5.7003 1.2532 0.6528 0.113
H 4.9772 -2.2820 -0.1716 0.097
H 4.8746 -0.5966 -0.7853 0.111
H 6.1493 -1.0480 0.4121 0.094
H -1.6971 0.1205 2.6882 0.107
H -1.7679 0.4050 -0.4030 0.048
H -4.0768 1.0389 -1.1668 0.086
H -6.4751 0.4066 -1.1240 0.110
H -7.4669 -0.5309 0.9805 0.102
H -6.0083 -0.8805 2.9792 0.101
H -3.5778 -0.5055 2.8302 0.091
H -0.8677 -3.6716 3.1389 0.103
H -1.5941 -2.1418 3.6907 0.104
H -1.4026 -2.4581 1.9372 0.113
H 1.3922 -3.5917 4.0730 0.132
H 3.5656 -1.9050 3.7218 0.143
Br -2.8129 -0.9933 -2.6789 0.647
C -1.2178 -0.0776 -2.3774 -0.869
S 0.1170 -0.6047 -3.3481 0.482
C -0.2838 -0.2635 -5.0784 -0.287
C -0.7859 -1.2755 -5.9005 -0.077
C -0.9029 -1.0476 -7.2739 -0.092
C -0.5650 0.1975 -7.8117 -0.106
C -0.2071 1.2470 -6.9612 -0.095
C -0.0777 1.0215 -5.5890 -0.071
O 1.2129 0.2926 -3.0513 -0.369
O 0.2798 -2.0364 -3.2998 -0.373
H -1.2546 1.0091 -2.2985 0.009
H -1.0627 -2.2374 -5.4725 0.105
H -1.2516 -1.8535 -7.9187 0.098
H -0.5909 0.3533 -8.8894 0.094
H -0.0144 2.2447 -7.3557 0.097
H 0.1980 1.8311 -4.9158 0.110
```

Summary:
Lowest unoccupied orbital energy, eV: -1.19
E_HOMO, eV: -5.48



Computed, not measured: a cluster of 6 separate species, C23H35F2NO6S2 in total at a distorted geometry, with ωB97M-V with the def2-TZVPD basis set.

Geometry as XYZ:
```
69
Properties=species:S:1:pos:R:3:lowdin_charge:R:1
C 0.9390 3.0903 -0.5709 0.015
C 1.8030 3.2963 0.6751 -0.354
O 2.1240 4.3663 1.0561 0.156
N 2.2350 2.0313 1.4801 0.112
H 2.1450 2.1093 2.4281 0.128
H 1.7710 1.3373 1.0171 -0.045
C 3.7390 1.9603 1.4761 0.021
H 1.6550 2.3323 -1.1939 0.150
H 0.7850 3.9173 -1.2659 0.091
H 0.0270 2.6953 -0.4959 -0.008
H 4.0000 0.9113 1.7191 0.097
H 4.0620 2.7253 2.0111 0.048
H 4.2320 1.8353 0.4901 0.117
O 1.0130 0.2083 0.3031 -0.425
H 0.6300 -0.6937 0.0271 -0.051
F -5.1520 3.4263 2.2831 0.087
C -3.9040 3.1203 2.0621 -0.372
C -3.0210 3.6173 3.0901 -0.012
C -1.6860 3.2593 3.0701 -0.086
C -1.2590 2.3303 2.1161 -0.154
C -1.9980 1.8403 1.0951 -0.063
C -3.4580 2.2353 1.1641 0.001
H -3.5570 4.4393 3.5631 0.116
H -1.0370 3.6033 3.9711 0.135
H -0.3070 1.7793 2.2291 0.096
H -1.5840 1.1123 0.3731 0.079
H -4.3290 1.7623 0.3431 0.186
F 7.0990 -3.8737 -0.2459 0.056
C 5.9450 -3.4067 0.2441 -0.262
C 5.1190 -4.3367 0.9671 0.021
C 3.9530 -3.7597 1.4521 -0.096
C 3.5510 -2.4617 1.2091 -0.085
C 4.3640 -1.5407 0.4521 -0.041
C 5.5490 -2.1137 -0.0909 -0.019
H 5.3020 -5.3177 1.2101 0.083
H 3.0870 -4.2097 2.0001 0.123
H 2.7290 -2.0387 1.5041 0.024
H 3.9970 -0.5977 0.0651 0.077
H 6.1270 -1.5037 -0.7359 0.096
C -1.5590 -1.9897 0.7711 -0.216
C -3.0400 -1.7807 0.3371 -0.259
C -3.7880 -1.7267 1.5251 -0.271
S -3.0990 -2.8337 2.7131 0.587
O -3.7220 -4.0097 2.5541 -0.243
O -3.1170 -2.1487 3.9671 -0.292
C -1.5030 -2.8497 1.9771 -0.221
H -1.3180 -0.8897 1.0501 0.114
H -0.8110 -1.9427 0.1351 0.041
H -3.1420 -2.6807 -0.2329 0.116
H -3.1360 -0.9547 -0.3049 0.088
H -4.8980 -2.0497 1.1411 0.179
H -3.9270 -0.7197 1.8651 0.092
H -1.0460 -3.8897 1.6481 0.161
H -0.7250 -2.5087 2.4971 0.053
C -0.5080 -0.7147 -4.7299 -0.232
C -1.9610 -0.3417 -5.0219 -0.317
C -2.1080 1.0153 -4.8459 -0.253
S -1.3200 1.2543 -3.2169 0.712
O -2.1990 0.6403 -2.2399 -0.324
O -0.8380 2.6063 -3.0949 -0.320
C -0.0210 0.0373 -3.5539 -0.213
H -0.0570 -0.5997 -5.7479 0.128
H -0.5110 -1.9137 -4.5119 0.169
H -2.4850 -0.9417 -4.2259 0.147
H -2.2340 -0.6697 -5.9119 0.079
H -3.1110 1.3193 -4.8309 0.099
H -1.5330 1.7443 -5.5679 0.165
H 0.2680 -0.4847 -2.6599 0.102
H 0.7570 0.5383 -4.0319 0.084
```

Summary:
Lowest unoccupied orbital energy, eV: 0.15
E_HOMO, eV: -8.46



Result set for energy relative to the best compared isomer or geometry (same formula, charge and spin): 283.3; 444.1; 0.0; 184.8 kJ/mol, one per record in the order listed.